# C54H62BaN14O3S2Se2

A molecular structure, C54H62BaN14O3S2Se2 in a non-equilibrium geometry (ωB97M-V/def2-TZVPD, the Open Molecules 2025 dataset).

For the frontier orbital gap, the calculation gives 0.2062 Eh. For the max |F|, the calculation gives 4.07 eV/Å. The calculation puts the molecular weight at 1314.6 g/mol. As for the multiplicity: 1. The calculation puts the energy above the lowest of the compared OMol25 structures with the same formula, charge and spin at 1.170 eV.

Last column: Löwdin charge in e.
Atoms and positions in Å:
Ba (-0.72121, 1.85670, 0.14438)  1.488
C (0.58849, 3.21954, 3.09171)  -0.200
C (-0.57289, 4.18978, 2.86540)  -0.199
N (-0.89264, 4.31316, 1.43190)  -0.163
C (-2.29008, 4.69635, 1.18022)  -0.152
C (-3.23003, 3.59466, 1.63063)  -0.297
C (-4.49054, 3.85454, 2.13729)  -0.004
C (-5.31124, 2.78271, 2.45740)  -0.033
C (-4.84870, 1.49011, 2.28427)  -0.005
C (-3.56344, 1.30792, 1.79662)  -0.308
C (-3.02630, -0.08585, 1.50379)  -0.189
N (-1.56429, -0.17517, 1.44343)  -0.244
C (-0.89180, -0.27769, 2.74973)  -0.198
C (-0.64478, 1.08876, 3.40268)  -0.211
N (0.25974, 1.88690, 2.56024)  -0.222
N (-2.78183, 2.34310, 1.48622)  -0.103
H (0.82577, 3.18635, 4.16347)  0.121
H (1.46904, 3.60220, 2.57263)  0.072
H (-0.32184, 5.15196, 3.32674)  0.124
H (-1.45713, 3.81140, 3.37956)  0.109
H (-0.26265, 4.97935, 0.99371)  0.121
H (-2.42507, 4.82402, 0.09944)  0.125
H (-2.57467, 5.63548, 1.66910)  0.125
H (-4.82447, 4.87490, 2.26962)  0.117
H (-6.30784, 2.95658, 2.84208)  0.112
H (-5.47298, 0.63655, 2.51491)  0.109
H (-3.41205, -0.34691, 0.51104)  0.071
H (-3.45405, -0.79388, 2.22763)  0.123
H (-1.32359, -1.00212, 0.88579)  -0.008
H (0.07564, -0.75674, 2.58415)  0.097
H (-1.45552, -0.90859, 3.44948)  0.121
H (-0.24320, 0.93866, 4.41577)  0.122
H (-1.59315, 1.61170, 3.51724)  0.100
H (1.11122, 1.34973, 2.41456)  0.056
S (-0.44069, -2.71713, -0.49296)  0.705
C (-1.82861, -3.44543, -1.08340)  -0.703
N (-1.94975, -4.77172, -1.20433)  -0.114
C (-3.23296, -5.36255, -1.56909)  -0.105
C (-4.32219, -4.59889, -0.86035)  -0.118
N (-4.25117, -3.21622, -1.29638)  -0.131
C (-5.49092, -2.53014, -1.62798)  -0.133
C (-6.50442, -2.67830, -0.52021)  -0.215
C (-7.70924, -3.33561, -0.72452)  -0.046
C (-8.62538, -3.47796, 0.31198)  -0.082
C (-8.33690, -2.96710, 1.56737)  -0.092
C (-7.13146, -2.30655, 1.78074)  -0.081
C (-6.22597, -2.16295, 0.74311)  -0.030
C (-3.02525, -2.65363, -1.54958)  -0.731
S (-2.82643, -1.23168, -2.33244)  0.740
C (-0.86154, -5.70811, -0.94236)  -0.131
C (-1.13243, -6.53367, 0.29164)  -0.219
C (-1.18191, -7.91916, 0.23382)  -0.048
C (-1.44757, -8.66531, 1.37656)  -0.083
C (-1.67371, -8.02516, 2.58445)  -0.091
C (-1.62704, -6.63660, 2.64879)  -0.078
C (-1.35669, -5.89512, 1.51027)  -0.036
H (-3.22843, -6.40620, -1.25683)  0.128
H (-3.38063, -5.31878, -2.65236)  0.142
H (-4.19448, -4.69538, 0.22393)  0.136
H (-5.30169, -5.00173, -1.11702)  0.132
H (-5.90303, -2.91142, -2.56916)  0.133
H (-5.24373, -1.48022, -1.78824)  0.081
H (-7.93785, -3.73493, -1.70630)  0.112
H (-9.56236, -3.99057, 0.13717)  0.102
H (-9.04557, -3.08094, 2.37717)  0.100
H (-6.90308, -1.90269, 2.75961)  0.098
H (-5.28703, -1.64614, 0.90233)  0.093
H (0.04734, -5.12270, -0.82253)  0.071
H (-0.74574, -6.35432, -1.81557)  0.132
H (-1.00923, -8.42182, -0.71131)  0.112
H (-1.48320, -9.74542, 1.31936)  0.103
H (-1.88654, -8.60358, 3.47387)  0.101
H (-1.80017, -6.13311, 3.59135)  0.102
H (-1.31016, -4.81239, 1.55353)  0.096
O (-1.28277, 4.44800, -2.58970)  -0.151
C (-1.44650, 4.04122, -3.94131)  -0.269
C (-1.94667, 2.60378, -4.13809)  -0.548
C (-2.24996, 2.51288, -5.64482)  -0.237
O (-2.78824, 1.26519, -6.05981)  -0.064
C (-3.28560, 2.38381, -3.40111)  -0.526
Se (-3.33948, 1.75139, -1.53742)  0.421
C (-0.87824, 1.52342, -3.83400)  -0.552
Se (0.68085, 2.00226, -2.70001)  0.415
H (-0.50304, 3.93133, -2.30416)  -0.071
H (-0.49357, 4.15458, -4.47324)  0.112
H (-2.16815, 4.72766, -4.39236)  0.123
H (-1.32532, 2.72044, -6.19896)  0.126
H (-2.98689, 3.26786, -5.92603)  0.127
H (-2.24211, 0.56799, -5.67927)  0.075
H (-3.87676, 1.66269, -3.96476)  0.048
H (-3.83437, 3.32629, -3.39197)  0.054
H (-0.42432, 1.18155, -4.76674)  0.045
H (-1.34340, 0.66632, -3.35366)  -0.042
C (4.62734, -2.33079, 1.78929)  -0.078
N (3.64616, -1.47110, 1.15333)  -0.126
C (2.80737, -0.60970, 1.73476)  -0.137
N (2.06334, -0.00368, 0.80960)  0.069
C (2.55256, -0.51969, -0.34984)  -0.253
N (3.51540, -1.38217, -0.18667)  0.126
C (5.92339, -1.67115, 2.17090)  -0.201
C (6.55668, -2.07994, 3.33700)  -0.033
C (7.77966, -1.52256, 3.71160)  -0.054
C (8.36210, -0.55192, 2.90975)  -0.010
C (7.71893, -0.16944, 1.73786)  -0.138
C (6.51207, -0.72285, 1.37429)  0.033
C (8.32552, 0.83930, 0.89271)  -0.317
N (9.55085, 1.22905, 0.84874)  0.131
N (9.58877, 2.21830, -0.14832)  0.131
C (8.38642, 2.29174, -0.61591)  -0.302
O (7.54724, 1.45170, -0.00183)  0.132
C (7.79959, 3.14856, -1.63662)  -0.132
C (8.58227, 3.84776, -2.54803)  -0.016
C (7.94969, 4.65077, -3.48651)  -0.057
C (6.55244, 4.75115, -3.51436)  -0.024
C (5.77549, 4.03974, -2.60598)  -0.175
C (4.24481, 4.09286, -2.62313)  -0.052
N (3.67528, 3.87019, -1.28369)  -0.127
C (3.26436, 2.71865, -0.72640)  -0.228
N (2.85441, 2.92592, 0.52432)  0.083
C (3.05778, 4.26498, 0.67431)  -0.232
N (3.55017, 4.87797, -0.38534)  0.119
C (6.41154, 3.24314, -1.67337)  0.033
H (4.80686, -3.16392, 1.10993)  0.140
H (4.15831, -2.72789, 2.68822)  0.126
H (2.74243, -0.49527, 2.80799)  0.138
H (2.17197, -0.23460, -1.32037)  0.064
H (6.08985, -2.83005, 3.96598)  0.113
H (8.26485, -1.83648, 4.62673)  0.107
H (9.30654, -0.09277, 3.16861)  0.118
H (6.03251, -0.41033, 0.45488)  0.126
H (9.65924, 3.76108, -2.50613)  0.117
H (8.54210, 5.20462, -4.20282)  0.105
H (6.07127, 5.38841, -4.24739)  0.115
H (3.83951, 3.31780, -3.27754)  0.120
H (3.89384, 5.05829, -2.98507)  0.131
H (3.28566, 1.77627, -1.24925)  0.085
H (2.84305, 4.80004, 1.58646)  0.096
H (5.83087, 2.68449, -0.95215)  0.115